Record 1
Molecular formula: C24H70O11
Method: DFT, the ωB97M-V functional and the def2-TZVPD basis

Computed properties:
structure (SMILES) = CC(C)O.CC(C)O.CC(C)O.CC(C)O.CC(C)O.CC(C)O.CC(C)O.CC(C)O.O.O.O
Kohn-Sham gap = 9.87 eV
2S+1 = 1
total charge = 0

```
105
Properties=species:S:1:pos:R:3:lowdin_charge:R:1
C -14.3634 -11.1237 -2.0287 -0.056
C -13.4035 -10.7769 -0.9003 -0.473
C -13.4326 -9.2882 -0.6358 -0.056
O -13.8424 -11.5378 0.2142 -0.056
H -15.3710 -10.7069 -1.9613 0.071
H -14.5087 -12.2060 -2.1053 0.070
H -13.9866 -10.8643 -3.0172 0.083
H -12.4044 -11.0584 -1.2415 0.141
H -13.2634 -8.6583 -1.5048 0.082
H -12.6197 -8.9904 0.0329 0.079
H -14.3630 -8.9540 -0.1853 0.082
H -13.1412 -11.4442 0.8630 0.102
C -17.3411 -17.5566 -0.4691 -0.048
C -16.7006 -18.8939 -0.8179 -0.477
C -15.3502 -19.0419 -0.1735 -0.073
O -17.4827 -19.9543 -0.2555 -0.055
H -17.3650 -17.4909 0.6235 0.065
H -18.3682 -17.4527 -0.8285 0.084
H -16.7440 -16.6954 -0.7708 0.058
H -16.7057 -19.1013 -1.8855 0.133
H -14.5699 -18.3639 -0.5222 0.066
H -14.9085 -20.0292 -0.2654 0.086
H -15.4310 -18.8336 0.8883 0.076
H -18.3623 -19.8605 -0.6262 0.082
C -12.6317 -14.6465 6.7552 -0.043
C -13.7651 -15.4177 7.4494 -0.410
C -14.1142 -14.8692 8.8582 -0.052
O -14.9986 -15.4938 6.6020 -0.111
H -12.3518 -15.0695 5.7871 0.063
H -11.7419 -14.7396 7.3941 0.081
H -12.8103 -13.5799 6.6268 0.082
H -13.6181 -16.4959 7.4852 0.128
H -14.8822 -15.5256 9.2987 0.085
H -14.4994 -13.8525 8.8318 0.075
H -13.2001 -14.8512 9.4465 0.073
H -15.4334 -14.6260 6.5865 0.081
C -16.7682 -10.3335 2.7413 -0.043
C -15.8284 -10.3357 3.9664 -0.507
C -16.4757 -9.7508 5.1331 -0.080
O -15.5307 -11.6898 4.2907 -0.077
H -16.3549 -10.6744 1.7976 0.058
H -17.1935 -9.3350 2.5272 0.085
H -17.6947 -10.8597 2.9464 0.073
H -14.8429 -9.8456 3.8256 0.143
H -17.4420 -10.2779 5.2505 0.094
H -16.6938 -8.6919 5.0706 0.085
H -15.8953 -9.9640 6.0264 0.085
H -15.4337 -12.2676 3.5163 0.036
C -18.7011 -17.2356 3.2150 -0.060
C -19.1047 -17.3660 4.6675 -0.488
C -17.9481 -17.6082 5.5689 -0.069
O -19.9037 -16.2677 5.1530 -0.057
H -18.2922 -18.2130 2.9710 0.079
H -17.9282 -16.4663 3.0715 0.058
H -19.5657 -17.0661 2.5684 0.086
H -19.7347 -18.2606 4.7589 0.137
H -18.2103 -17.7532 6.6131 0.082
H -17.1542 -16.8672 5.5556 0.055
H -17.4456 -18.5570 5.3074 0.091
H -19.5393 -15.4061 4.9651 0.025
C -14.6559 -15.0997 0.5162 -0.038
C -15.4447 -14.6323 1.7176 -0.449
C -15.1951 -15.5035 2.9204 -0.042
O -15.0418 -13.3014 2.0387 -0.082
H -13.6456 -14.6957 0.6073 0.077
H -15.0312 -14.6450 -0.4098 0.072
H -14.6557 -16.1862 0.4094 0.066
H -16.5025 -14.7056 1.4316 0.137
H -15.7928 -15.2077 3.7822 0.071
H -14.1477 -15.5315 3.2011 0.060
H -15.5597 -16.5287 2.7923 0.085
H -14.9661 -12.7727 1.2395 0.059
C -9.9738 -16.9415 1.5823 -0.049
C -11.5264 -17.0598 1.7284 -0.429
C -12.0278 -18.4218 1.1287 -0.047
O -11.9394 -16.8895 3.0911 -0.073
H -9.6673 -16.8784 0.5513 0.069
H -9.3823 -17.7142 2.0959 0.083
H -9.6589 -15.9709 1.9887 0.077
H -11.9956 -16.2824 1.1131 0.116
H -11.6315 -19.3275 1.5793 0.075
H -11.8348 -18.5783 0.0680 0.080
H -13.0967 -18.5035 1.3250 0.048
H -11.3487 -17.4453 3.6159 0.105
C -18.0701 -12.2876 -1.8753 -0.045
C -17.8938 -12.8668 -3.2716 -0.476
C -17.2235 -14.2493 -3.2265 -0.062
O -19.2104 -12.8784 -3.8340 -0.063
H -19.1271 -12.1426 -1.6742 0.081
H -17.7041 -11.2603 -1.8290 0.065
H -17.5758 -12.8972 -1.1241 0.068
H -17.2678 -12.2712 -3.9536 0.130
H -17.0888 -14.6764 -4.2271 0.078
H -17.7080 -14.9397 -2.5365 0.068
H -16.2007 -14.1630 -2.8087 0.066
H -19.2550 -13.2761 -4.7125 0.089
O -12.2273 -13.7219 2.8536 -0.042
H -13.1509 -13.4871 2.8837 -0.006
H -12.1742 -14.5974 3.2283 -0.010
O -18.3279 -13.9187 4.6181 -0.020
H -17.8193 -13.6509 5.3798 0.047
H -17.9724 -13.4115 3.8972 0.030
O -14.1856 -17.9669 4.9934 -0.045
H -13.8113 -17.5606 4.2198 -0.022
H -14.5768 -17.2389 5.4755 -0.013
```



Record 2
Molecular formula: C13H20CuF5N4O8Te
Method: DFT, the ωB97M-V functional and the def2-TZVPD basis

Computed properties:
Kohn-Sham gap (spin up / spin down) = 8.35 / 7.64 eV
2S+1 = 2
total charge = -1

```
52
Properties=species:S:1:pos:R:3:nbo_charge:R:1
Cu -0.4480 -0.2633 0.4713 1.437
C 2.1459 0.2305 4.1826 -0.682
C 1.3862 0.3473 2.8969 0.231
N 1.5650 -0.4152 1.8919 -0.186
O 2.5235 -1.4090 2.1082 -0.583
C 0.3648 1.4013 2.7386 0.099
C 0.1695 2.4914 3.7393 -0.662
N -0.3500 1.3848 1.6606 -0.138
O -1.1441 2.3914 1.4403 -0.635
H 3.0297 -0.3844 4.0537 0.244
H 1.5101 -0.2315 4.9417 0.239
H 2.4366 1.2156 4.5454 0.219
H 2.2780 -2.0760 1.4557 0.487
H 0.4862 2.1822 4.7337 0.208
H -0.8870 2.7554 3.7550 0.253
H 0.7183 3.3972 3.4636 0.218
O -2.2235 -0.2951 -5.0025 -0.688
C -2.5049 0.8757 -4.4584 0.786
O -2.9556 1.7982 -5.1006 -0.620
C -2.1600 1.0426 -3.0238 -0.277
C -2.2283 2.2390 -2.3253 0.031
N -1.7648 2.0154 -1.0907 -0.325
N -1.4479 0.7328 -0.9374 -0.371
C -1.6730 0.1190 -2.0834 0.065
C -1.3634 -1.3501 -2.0855 0.785
O -1.4557 -1.9720 -3.1570 -0.701
O -1.0613 -1.8071 -0.9487 -0.764
H -1.7668 -0.9257 -4.3544 0.515
H -2.5653 3.2071 -2.6532 0.233
H -1.6615 2.5371 -0.1896 0.473
F -2.4723 -3.8324 0.9613 -0.615
Te -2.4802 -2.2858 1.9741 3.452
F -2.0281 -3.2888 3.4876 -0.637
F -3.3821 -1.3807 0.6265 -0.619
F -2.8056 -0.7858 3.0443 -0.638
F -4.2125 -2.7799 2.4670 -0.624
O -0.7448 -1.8011 1.7419 -1.224
C 1.8481 1.3936 -2.9263 -0.637
C 1.7438 1.0803 -1.4462 -0.061
O 1.2923 -0.2526 -1.2195 -0.584
C 2.3462 -1.2079 -1.2378 -0.060
C 1.7837 -2.5832 -0.9587 -0.643
H 2.1104 2.4437 -3.0692 0.208
H 0.8911 1.2073 -3.4151 0.223
H 2.6096 0.7855 -3.4162 0.202
H 1.0155 1.7400 -0.9730 0.192
H 2.7015 1.2301 -0.9350 0.169
H 3.0917 -0.9210 -0.4860 0.167
H 2.8347 -1.1935 -2.2183 0.167
H 1.1606 -2.5909 -0.0603 0.225
H 2.6064 -3.2928 -0.8412 0.201
H 1.1374 -2.9184 -1.7676 0.247
```



Record 3
Molecular formula: C6H11NO2
Method: DFT, the ωB97M-V functional and the def2-TZVPD basis

Computed properties:
Kohn-Sham gap = 8.71 eV
2S+1 = 1
total charge = 0

```
20
Properties=species:S:1:pos:R:3:nbo_charge:R:1
C -0.2073 -0.8345 0.0946 0.478
C 0.2293 -1.9014 -0.8520 -0.680
C -1.2574 -1.1371 1.1072 -0.697
C -0.1661 1.5750 -0.1084 0.723
C 0.6754 0.2575 0.3760 -0.196
N 0.6242 2.3197 -1.0041 -0.870
C 1.8162 0.3688 1.0424 -0.366
O -1.0946 0.4992 -1.1293 -0.814
O -0.8169 2.1458 0.7890 -0.722
H -1.9876 0.8325 -0.9501 0.485
H 0.3079 3.2773 -1.0697 0.384
H 0.7606 1.8785 -1.9030 0.379
H 0.7586 -2.6712 -0.2729 0.247
H 0.9165 -1.5116 -1.6013 0.242
H -0.6252 -2.3733 -1.3400 0.239
H -1.6605 -0.1800 1.4636 0.276
H -2.0319 -1.7956 0.7109 0.224
H -0.7815 -1.6219 1.9693 0.247
H 2.2375 -0.4646 1.5940 0.192
H 2.3027 1.3368 1.0837 0.228
```



Record 4
Molecular formula: C30H33F3N8O5RhS
Method: DFT, the ωB97M-V functional and the def2-TZVPD basis

Computed properties:
Kohn-Sham gap (spin up / spin down) = 8.48 / 5.25 eV
2S+1 = 5
total charge = +1

```
81
Properties=species:S:1:pos:R:3:lowdin_charge:R:1
Rh -1.9200 -0.3697 -0.4766 1.055
C 6.0914 1.7989 -0.7170 -0.062
O 4.8596 1.2394 -0.3165 -0.088
C 4.8420 0.3828 0.7422 -0.209
C 5.9455 -0.0513 1.4590 -0.010
C 5.7852 -0.9326 2.5162 -0.076
C 4.5300 -1.4065 2.8515 -0.083
C 3.4156 -0.9904 2.1411 -0.029
C 3.5582 -0.0806 1.1015 -0.153
N 2.5118 0.3687 0.2919 0.166
C 1.1647 0.2264 0.4879 -0.354
N 0.7573 0.3606 1.7612 0.159
C -0.4954 0.1793 2.3471 -0.176
C -1.6917 0.0973 1.6476 -0.115
C -2.8810 -0.0147 2.3641 -0.109
C -2.8650 -0.1106 3.7457 -0.063
C -1.6700 -0.0585 4.4459 -0.005
C -0.4780 0.0998 3.7616 -0.210
O 0.7608 0.1830 4.3308 -0.101
C 0.8790 -0.0157 5.7254 -0.056
N 0.3706 0.0002 -0.5251 0.040
C 0.9638 -0.0070 -1.8068 -0.288
C 0.9625 1.1925 -2.5235 -0.086
C 1.5187 1.2948 -3.7786 -0.080
C 2.1513 0.1924 -4.3340 -0.065
C 2.2150 -0.9867 -3.6241 0.011
C 1.6303 -1.1149 -2.3619 -0.225
O 1.8814 -2.3005 -1.7433 -0.065
C 0.9566 -2.8664 -0.8475 -0.073
H 5.8405 2.5246 -1.4881 0.098
H 6.7591 1.0395 -1.1313 0.102
H 6.5836 2.3091 0.1139 0.099
H 6.9368 0.2804 1.1987 0.110
H 6.6527 -1.2621 3.0648 0.109
H 4.4147 -2.1157 3.6553 0.105
H 2.4506 -1.4100 2.3834 0.109
H 2.8069 0.6161 -0.6463 0.145
H 1.4811 0.5536 2.4449 0.139
H -3.8370 -0.0361 1.8604 0.088
H -3.7934 -0.2005 4.2876 0.115
H -1.6791 -0.1345 5.5200 0.112
H 0.2933 0.7182 6.2859 0.100
H 1.9361 0.1131 5.9535 0.100
H 0.5668 -1.0273 6.0009 0.104
H 0.5189 2.0558 -2.0536 0.101
H 1.4889 2.2344 -4.3051 0.107
H 2.5965 0.2573 -5.3132 0.110
H 2.7388 -1.8465 -4.0130 0.125
H 1.3020 -3.8890 -0.7050 0.101
H -0.0485 -2.8663 -1.2757 0.063
H 0.9350 -2.3610 0.1216 0.078
C -1.7932 5.0714 -1.5273 0.013
C -2.0107 3.8922 -2.3857 -0.319
N -2.2766 3.9045 -3.6498 0.133
N -2.3752 2.6181 -4.0353 0.053
C -2.1523 1.7761 -3.0097 -0.729
S -2.0441 0.1152 -3.0495 0.736
N -1.9200 2.5879 -1.9358 -0.076
N -1.8126 2.1175 -0.6362 0.075
H -1.9014 5.9723 -2.1246 0.095
H -0.7943 5.0557 -1.0897 0.088
H -2.5277 5.0842 -0.7232 0.094
H -2.6241 2.3786 -4.9831 0.168
H -1.1011 2.6267 -0.1151 0.119
H -2.7583 2.2455 -0.1727 0.063
F -7.0279 1.7942 -0.9874 0.158
C -6.3510 0.9976 -0.1524 -0.548
F -6.7592 1.2787 1.0933 0.151
F -6.7129 -0.2623 -0.4117 0.148
C -4.7959 1.2093 -0.2945 -0.571
O -4.3823 2.3386 -0.0300 0.037
O -4.1615 0.2096 -0.6564 -0.095
C -2.9587 -5.7494 -1.7354 -0.067
C -2.5313 -4.9469 -0.4992 -0.194
C -2.5438 -3.5288 -0.6899 -0.131
N -2.4881 -2.3894 -0.8516 0.104
H -2.7931 -6.8039 -1.5322 0.084
H -2.3875 -5.4666 -2.6159 0.085
H -4.0124 -5.5997 -1.9478 0.086
H -1.5038 -5.2100 -0.2198 0.131
H -3.1911 -5.1821 0.3429 0.137
```



Record 5
Molecular formula: C2H3N2OP
Method: DFT, the ωB97M-V functional and the def2-TZVPD basis

Computed properties:
Kohn-Sham gap (spin up / spin down) = 6.82 / 6.85 eV
2S+1 = 1
total charge = 0

```
9
Properties=species:S:1:pos:R:3:nbo_charge:R:1
C -0.3894 0.3178 0.9569 0.007
C 0.2447 -0.8899 1.3928 -0.755
N -0.4553 0.7886 -0.2387 -0.210
N 0.2650 0.5261 -1.2321 0.079
O -0.3723 0.7335 -2.4475 -0.523
P 1.1575 -1.9922 0.5192 0.479
H -0.8827 0.9166 1.7077 0.202
H 0.1041 -1.0652 2.4527 0.240
H 0.3285 0.6647 -3.1110 0.482
```



Record 6
Molecular formula: C3H9N2O
Method: DFT, the ωB97M-V functional and the def2-TZVPD basis

Computed properties:
Kohn-Sham gap = 11.37 eV
2S+1 = 1
total charge = +1

```
15
Properties=species:S:1:pos:R:3:nbo_charge:R:1
C -1.0268 -1.3835 0.3148 -0.459
C 2.5243 0.4824 0.4407 0.013
C -1.3499 0.9599 -0.2914 0.523
N -0.6679 -0.0884 -0.1262 -0.498
N 1.9718 0.0061 -0.5872 -0.672
O -2.6318 0.8531 -0.0652 -0.612
H 0.0241 -1.8709 0.5537 0.237
H -1.7430 -1.2854 1.1884 0.247
H 3.6258 0.4315 0.4813 0.198
H 1.8781 0.8924 1.2124 0.179
H -0.9759 1.9488 -0.7024 0.220
H 2.5702 -0.4992 -1.2440 0.387
H 0.3545 0.0291 -0.2836 0.451
H -1.4316 -2.1235 -0.3648 0.255
H -3.1218 1.6477 -0.5264 0.532
```



Computed values of ΔE to the lowest compared entry with this formula, charge and spin (unit: eV) for the preceding records, in sequence: 0.279 0.212 3.741 0.777 4.728 2.347.
Computed values of energy (unit: eV) for the preceding records, in sequence: -48545.443 -101668.012 -11982.528 -75790.995 -16433.719 -8276.727.